[1]
# C45H64ClGe2MoN3O4P2

A structure of composition C45H64ClGe2MoN3O4P2 (the ωB97M-V functional and the def2-TZVPD basis, the OMol25 dataset).

Summary:
* charge: +3
* spin multiplicity: 4
* Kohn-Sham gap (alpha / beta): 6.3 / 5.7 eV
* highest occupied orbital energy (alpha / beta): -15.6 / -15.9 eV
* energy above the lowest of the compared OMol25 structures with the same formula, charge and spin: 31.8 kcal per mole
* energy: -206333.9232 eV

Geometry (Å):
Mo: 0.586 -1.331 0.220
N: 2.308 -1.343 1.624
C: 2.235 -2.534 2.497
C: 0.865 -2.525 3.138
N: -0.215 -2.346 2.113
C: -0.972 -3.587 1.819
C: -0.298 -4.301 0.677
N: -0.206 -3.317 -0.444
H: 3.205 -1.283 1.146
H: 2.228 -0.493 2.219
H: 3.008 -2.507 3.266
H: 2.401 -3.434 1.901
H: 0.809 -1.676 3.819
H: 0.692 -3.435 3.714
H: -0.861 -1.663 2.516
H: -1.983 -3.312 1.519
H: -1.048 -4.224 2.701
H: -0.865 -5.177 0.363
H: 0.710 -4.626 0.940
H: -1.130 -3.268 -0.891
H: 0.417 -3.689 -1.158
Cl: 2.718 -2.952 -0.896
C: 2.827 -2.332 -2.557
C: 3.179 -3.209 -3.559
C: 3.322 -2.692 -4.843
C: 3.110 -1.343 -5.082
C: 2.748 -0.489 -4.049
C: 2.608 -0.973 -2.753
P: 2.228 0.063 -1.315
C: 1.802 1.729 -1.848
C: 2.807 2.486 -2.463
C: 2.558 3.793 -2.842
C: 1.315 4.360 -2.582
C: 0.329 3.622 -1.946
C: 0.564 2.304 -1.580
C: 3.828 0.297 -0.504
C: 3.845 1.157 0.597
C: 5.034 1.414 1.258
C: 6.212 0.816 0.820
C: 6.198 -0.033 -0.276
C: 5.008 -0.298 -0.943
H: 3.356 -4.256 -3.352
H: 3.605 -3.353 -5.651
H: 3.228 -0.950 -6.083
H: 2.565 0.558 -4.253
H: 3.789 2.059 -2.628
H: 3.334 4.373 -3.321
H: 1.121 5.386 -2.865
H: -0.624 4.088 -1.732
H: -0.198 1.735 -1.062
H: 2.929 1.632 0.927
H: 5.044 2.084 2.107
H: 7.143 1.020 1.332
H: 7.117 -0.486 -0.623
H: 5.018 -0.951 -1.808
C: -4.774 0.542 -1.819
Ge: -3.475 0.795 -0.386
C: -4.002 0.071 1.337
C: -2.683 2.559 -0.244
Ge: -1.703 -0.790 -1.508
C: -2.824 -2.371 -1.779
C: -3.537 -2.881 -0.682
C: -4.415 -3.942 -0.823
C: -4.593 -4.524 -2.074
C: -3.899 -4.036 -3.175
C: -3.022 -2.971 -3.030
C: -1.197 -0.232 -3.304
C: -1.606 1.021 -3.765
C: -1.389 1.401 -5.081
C: -0.752 0.529 -5.955
C: -0.328 -0.714 -5.509
C: -0.540 -1.090 -4.190
H: -5.740 0.889 -1.442
H: -4.873 -0.509 -2.084
H: -4.517 1.120 -2.704
H: -4.595 0.834 1.846
H: -3.129 -0.143 1.952
H: -4.624 -0.815 1.223
H: -3.445 3.245 0.136
H: -2.372 2.919 -1.222
H: -1.845 2.563 0.449
H: -3.430 -2.408 0.290
H: -4.974 -4.309 0.028
H: -5.282 -5.350 -2.192
H: -4.053 -4.480 -4.149
H: -2.514 -2.581 -3.902
H: -2.111 1.708 -3.097
H: -1.726 2.369 -5.426
H: -0.598 0.817 -6.986
H: 0.154 -1.400 -6.193
H: -0.218 -2.077 -3.871
C: -0.670 4.770 2.009
C: 0.315 3.752 2.538
C: 0.524 3.877 4.034
C: 1.636 3.785 1.796
O: -0.370 2.433 2.258
P: 0.120 0.992 2.524
O: 1.456 0.839 3.143
O: 0.086 0.302 1.087
O: -1.054 0.185 3.210
C: -1.626 0.327 4.601
C: -0.520 0.557 5.613
C: -2.306 -1.010 4.831
C: -2.623 1.468 4.566
H: -0.288 5.772 2.199
H: -1.635 4.673 2.508
H: -0.806 4.656 0.933
H: 1.030 4.818 4.247
H: 1.162 3.071 4.397
H: -0.427 3.887 4.567
H: 2.051 4.792 1.853
H: 1.508 3.530 0.740
H: 2.343 3.105 2.272
H: 0.239 -0.223 5.569
H: -0.961 0.539 6.610
H: -0.036 1.520 5.479
H: -1.570 -1.815 4.907
H: -3.019 -1.232 4.036
H: -2.855 -0.980 5.772
H: -2.190 2.351 4.098
H: -2.905 1.727 5.586
H: -3.528 1.189 4.026

Here are the Löwdin charges for atoms 1 to 5, given in e: number 1, Mo, carries 1.390; number 2, N, carries -0.100; number 3, C, carries -0.187; number 4, C, carries -0.148; number 5, N, carries -0.124


[2]
# C45H65CsGe3O3SeSi

A structure of composition C45H65CsGe3O3SeSi (the ωB97M-V functional and the def2-TZVPD basis, the OMol25 dataset).

Summary:
* charge: -2
* Kohn-Sham gap: 3.3 eV
* highest occupied orbital energy: -1.3 eV
* energy above the lowest of the compared OMol25 structures with the same formula, charge and spin: 69.6 kcal per mole
* energy: -297184.4329 eV

Geometry (Å):
Cs: -0.325 0.181 0.633
C: -4.207 -1.068 2.267
C: -3.056 -0.892 3.261
C: -2.207 -2.165 3.313
C: -3.658 -0.628 4.647
O: -2.281 0.184 2.788
Ge: -1.223 1.293 3.910
O: -0.673 2.337 2.445
C: -1.251 3.552 2.010
C: -2.439 3.263 1.086
C: -1.710 4.420 3.187
C: -0.173 4.299 1.228
O: 0.231 0.121 3.640
C: 1.556 0.344 4.071
C: 2.206 -1.034 4.205
C: 2.334 1.183 3.053
C: 1.598 1.051 5.433
H: -4.860 -1.896 2.556
H: -3.814 -1.253 1.262
H: -4.795 -0.148 2.231
H: -2.789 -3.019 3.675
H: -1.347 -2.002 3.965
H: -1.826 -2.412 2.318
H: -4.338 -1.440 4.921
H: -4.211 0.313 4.643
H: -2.878 -0.558 5.408
H: -3.127 2.563 1.564
H: -2.102 2.836 0.136
H: -2.983 4.182 0.845
H: -2.535 3.947 3.724
H: -2.042 5.397 2.829
H: -0.885 4.562 3.889
H: 0.178 3.683 0.397
H: 0.676 4.520 1.878
H: -0.559 5.235 0.817
H: 2.123 -1.566 3.255
H: 1.681 -1.614 4.968
H: 3.262 -0.954 4.475
H: 2.386 0.676 2.086
H: 3.362 1.349 3.388
H: 1.842 2.146 2.911
H: 1.002 0.501 6.164
H: 1.192 2.062 5.353
H: 2.628 1.123 5.793
C: -0.359 -3.076 -0.321
C: -1.577 -3.416 -0.415
C: -2.902 -3.640 -0.399
C: -3.786 -3.028 -1.396
C: -4.988 -3.639 -1.778
C: -5.791 -3.052 -2.737
C: -5.423 -1.838 -3.312
C: -4.236 -1.224 -2.942
C: -3.418 -1.827 -2.000
C: -3.463 -4.445 0.710
C: -2.655 -5.368 1.377
C: -3.138 -6.072 2.464
C: -4.437 -5.859 2.911
C: -5.248 -4.941 2.260
C: -4.767 -4.243 1.163
H: -5.276 -4.588 -1.342
H: -6.708 -3.542 -3.040
H: -6.063 -1.375 -4.054
H: -3.891 -0.284 -3.359
H: -2.479 -1.338 -1.755
H: -1.637 -5.503 1.036
H: -2.496 -6.778 2.975
H: -4.812 -6.402 3.769
H: -6.253 -4.752 2.616
H: -5.390 -3.502 0.680
C: 2.280 3.121 -2.589
Ge: 3.673 2.392 -1.389
C: 3.743 3.606 0.177
C: 5.356 2.808 -2.367
Ge: 3.200 0.027 -0.745
C: 5.016 -0.356 0.112
C: 6.262 -0.011 -0.427
C: 7.454 -0.268 0.243
C: 7.437 -0.886 1.488
C: 6.219 -1.248 2.045
C: 5.035 -0.986 1.361
C: 3.578 -0.664 -2.612
C: 4.652 -1.490 -2.959
C: 4.821 -1.977 -4.252
C: 3.909 -1.650 -5.246
C: 2.820 -0.847 -4.924
C: 2.657 -0.372 -3.629
H: 2.379 4.206 -2.691
H: 1.273 2.888 -2.237
H: 2.396 2.672 -3.578
H: 3.889 4.648 -0.122
H: 4.569 3.311 0.829
H: 2.819 3.537 0.754
H: 5.320 3.821 -2.779
H: 5.488 2.103 -3.192
H: 6.219 2.735 -1.704
H: 6.304 0.461 -1.400
H: 8.399 0.016 -0.208
H: 8.364 -1.085 2.015
H: 6.187 -1.731 3.015
H: 4.093 -1.275 1.814
H: 5.378 -1.769 -2.204
H: 5.669 -2.615 -4.480
H: 4.035 -2.024 -6.257
H: 2.087 -0.597 -5.684
H: 1.780 0.229 -3.397
C: -3.258 1.358 -5.482
Si: -1.646 1.873 -4.620
C: -0.281 1.106 -5.663
C: -1.532 3.739 -4.874
Se: -1.545 1.303 -2.499
H: -3.233 1.712 -6.520
H: -4.139 1.787 -4.999
H: -3.381 0.271 -5.499
H: -0.339 1.425 -6.710
H: -0.358 0.015 -5.627
H: 0.699 1.384 -5.270
H: -1.578 3.997 -5.938
H: -0.590 4.112 -4.465
H: -2.348 4.248 -4.356

Here are the Löwdin charges for atoms 1 to 5, given in e: number 1, Cs, carries 0.746; number 2, C, carries -0.030; number 3, C, carries -0.726; number 4, C, carries -0.024; number 5, C, carries -0.083


[3]
# C45H65N4O6PS

A cluster of 4 separate species, C45H65N4O6PS in total in a non-equilibrium geometry (the ωB97M-V functional and the def2-TZVPD basis, the OMol25 dataset).

Summary:
* charge: 0
* SMILES string: Cc1ccc(Cc2ccc3c(c2CCCCCCCCCCCCn2cccc2)C(=O)C(CC=O)=C([PH2]=S)C3=O)cc1.CNC(C)=O.CNC(C)=O.CNC(C)=O
* Kohn-Sham gap: 5.1 eV
* highest occupied orbital energy: -7.2 eV
* energy: -86056.8296 eV

Geometry (Å):
C: -0.808 -6.319 2.778
C: 0.597 -5.731 2.173
C: 1.994 -6.563 2.402
C: 3.444 -6.006 1.810
C: 3.563 -4.609 0.918
C: 4.987 -4.078 0.294
C: 4.593 -3.167 -1.041
C: 4.031 -4.053 -2.344
C: 3.601 -3.284 -3.728
C: 3.772 -1.653 -3.773
C: 4.344 -0.745 -2.490
C: 4.763 -1.505 -1.093
C: 5.364 -0.680 0.190
C: 4.324 0.375 0.890
C: 2.746 0.164 0.498
C: 1.915 1.381 1.287
C: 0.993 2.294 0.283
C: -0.448 2.684 1.034
C: -1.718 1.962 0.285
C: -2.466 0.886 1.285
C: -2.026 -0.678 1.003
C: -2.451 -1.217 -0.505
C: -3.939 -1.907 -0.504
C: -4.622 -1.943 -2.018
N: -4.849 -0.531 -2.566
C: -4.973 -0.213 -4.045
C: -5.194 1.404 -4.279
C: -5.232 2.071 -2.777
C: -4.993 0.769 -1.793
C: 4.474 0.874 -2.777
O: 5.427 1.565 -2.118
C: 3.471 1.603 -3.899
C: 3.087 3.227 -3.791
C: 4.473 4.162 -3.765
O: 4.748 5.055 -4.734
C: 2.932 0.731 -5.018
P: 1.722 1.372 -6.381
S: 0.116 2.022 -5.454
C: 3.349 -0.883 -5.157
O: 3.275 -1.450 -6.365
C: 2.123 -3.810 0.670
C: 0.669 -4.344 1.296
H: -1.448 -6.698 1.858
H: -0.533 -7.199 3.502
H: -1.448 -5.535 3.372
H: 1.974 -7.562 3.012
H: 4.446 -6.615 1.973
H: 5.556 -5.028 -0.126
H: 5.680 -3.520 1.054
H: 3.970 -5.241 -2.245
H: 3.187 -3.874 -4.653
H: 6.272 -0.030 -0.232
H: 5.818 -1.343 1.042
H: 4.641 1.476 0.619
H: 4.399 0.201 2.069
H: 2.271 -0.841 0.922
H: 2.500 0.267 -0.644
H: 1.313 0.974 2.225
H: 2.730 2.121 1.748
H: 1.524 3.343 0.098
H: 0.844 1.755 -0.745
H: -0.611 3.864 1.002
H: -0.380 2.416 2.193
H: -2.451 2.796 -0.130
H: -1.304 1.393 -0.652
H: -2.212 1.183 2.411
H: -3.638 1.046 1.162
H: -0.835 -0.704 1.068
H: -2.518 -1.325 1.871
H: -2.423 -0.363 -1.304
H: -1.671 -2.038 -0.807
H: -4.698 -1.417 0.266
H: -3.801 -3.037 -0.182
H: -3.985 -2.600 -2.765
H: -5.667 -2.490 -1.915
H: -4.927 -0.981 -4.956
H: -5.343 2.018 -5.271
H: -5.390 3.208 -2.535
H: -4.929 0.841 -0.619
H: 2.421 3.455 -2.838
H: 2.476 3.612 -4.718
H: 5.300 4.046 -2.921
H: 2.319 2.361 -7.262
H: 1.274 0.231 -7.186
H: 2.037 -2.813 0.023
H: -0.306 -3.707 1.094
C: -1.702 -3.019 -7.560
C: -0.536 -2.550 -6.736
O: -0.684 -1.863 -5.727
N: 0.717 -2.908 -7.135
C: 1.099 -3.702 -8.279
H: -2.634 -2.654 -7.116
H: -1.626 -2.623 -8.576
H: -1.733 -4.111 -7.578
H: 1.449 -2.554 -6.529
H: 1.650 -4.573 -7.917
H: 1.757 -3.097 -8.907
H: 0.239 -4.032 -8.863
C: -1.522 4.889 4.857
C: -2.317 4.356 3.699
O: -1.915 4.435 2.540
N: -3.520 3.769 3.962
C: -4.162 3.581 5.240
H: -0.588 5.326 4.490
H: -2.089 5.669 5.373
H: -1.275 4.078 5.547
H: -3.995 3.436 3.130
H: -4.323 2.509 5.384
H: -5.130 4.088 5.211
H: -3.569 3.974 6.067
C: -3.742 4.668 9.908
C: -2.627 4.507 8.914
O: -2.776 4.762 7.720
N: -1.420 4.064 9.368
C: -1.046 3.715 10.717
H: -4.640 5.028 9.397
H: -3.972 3.705 10.372
H: -3.461 5.401 10.670
H: -0.721 3.982 8.638
H: -0.212 4.354 11.014
H: -0.718 2.672 10.719
H: -1.869 3.838 11.423

Here are the Löwdin charges for atoms 1 to 5, given in e: number 1, C, carries -0.127; number 2, C, carries -0.202; number 3, C, carries -0.037; number 4, C, carries -0.028; number 5, C, carries -0.149


[4]
# C45H66BN8O4

A cluster of 9 separate species, C45H66BN8O4 in total in a non-equilibrium geometry (the ωB97M-V functional and the def2-TZVPD basis, the OMol25 dataset).

Summary:
* charge: -1
* Kohn-Sham gap: 6.6 eV
* highest occupied orbital energy: -4.9 eV
* energy: -68524.0881 eV

Geometry (Å):
C: 1.739 -1.751 1.473
C: 0.543 -2.700 1.615
C: -0.795 -2.077 2.059
C: -1.829 -1.808 0.950
C: -1.903 -0.364 0.433
C: -0.717 0.134 -0.396
C: -0.487 -0.520 -1.749
O: -0.302 -1.913 -1.633
B: 0.971 -2.250 -2.431
O: 1.042 -1.113 -3.364
C: 0.761 -0.016 -2.489
C: 0.575 1.235 -3.340
C: 0.939 2.605 -2.746
O: 1.164 2.625 -1.330
C: 2.444 2.641 -0.886
O: 3.462 2.457 -1.629
C: 2.555 2.927 0.586
C: 1.237 2.977 1.365
H: 2.656 -2.238 1.804
H: 1.885 -1.451 0.433
H: 1.590 -0.854 2.075
H: 0.818 -3.471 2.340
H: 0.385 -3.199 0.656
H: -0.626 -1.158 2.628
H: -1.260 -2.784 2.754
H: -2.821 -2.039 1.358
H: -1.662 -2.488 0.119
H: -2.822 -0.229 -0.150
H: -2.005 0.288 1.311
H: 0.206 0.038 0.178
H: -0.861 1.205 -0.585
H: -1.318 -0.330 -2.445
H: 0.943 -3.358 -2.944
H: 1.935 -2.263 -1.618
H: 1.608 0.026 -1.797
H: -0.481 1.278 -3.630
H: 1.143 1.063 -4.253
H: 1.804 3.044 -3.239
H: 0.100 3.293 -2.865
H: 3.151 2.095 0.975
H: 3.154 3.823 0.740
H: 1.091 2.076 1.960
H: 0.385 3.152 0.716
H: 1.272 3.803 2.082
N: -1.908 -3.610 -3.354
C: -1.406 -3.882 -4.586
C: -2.138 -4.911 -5.129
C: -3.123 -5.272 -4.171
C: -2.950 -4.445 -3.087
H: -1.543 -2.896 -2.724
H: -0.567 -3.326 -4.964
H: -1.979 -5.356 -6.097
H: -3.866 -6.049 -4.266
H: -3.482 -4.383 -2.152
N: -1.023 -5.986 -0.252
C: -0.100 -5.097 -0.729
C: 1.084 -5.765 -0.870
C: 0.863 -7.111 -0.455
C: -0.452 -7.217 -0.079
H: -1.980 -5.763 -0.061
H: -0.353 -4.069 -0.934
H: 2.000 -5.328 -1.232
H: 1.585 -7.912 -0.440
H: -1.020 -8.052 0.290
N: -6.357 -7.582 -3.276
C: -6.538 -8.050 -4.547
C: -7.089 -9.300 -4.458
C: -7.244 -9.597 -3.075
C: -6.781 -8.516 -2.373
H: -5.962 -6.690 -3.045
H: -6.259 -7.457 -5.400
H: -7.349 -9.933 -5.289
H: -7.645 -10.500 -2.647
H: -6.718 -8.335 -1.315
N: 3.246 2.711 5.873
C: 4.206 3.464 5.252
C: 4.539 2.833 4.084
C: 3.751 1.651 3.999
C: 2.964 1.605 5.116
H: 2.817 2.932 6.749
H: 4.566 4.378 5.691
H: 5.266 3.176 3.367
H: 3.758 0.922 3.208
H: 2.230 0.885 5.432
N: 1.668 6.924 0.277
C: 0.567 7.696 0.539
C: -0.356 7.458 -0.443
C: 0.217 6.511 -1.338
C: 1.462 6.202 -0.862
H: 2.496 6.888 0.839
H: 0.533 8.336 1.402
H: -1.334 7.904 -0.512
H: -0.235 6.098 -2.224
H: 2.209 5.523 -1.237
N: 2.743 -6.366 2.256
C: 4.008 -6.626 2.696
C: 4.093 -6.217 4.002
C: 2.822 -5.688 4.359
C: 2.014 -5.796 3.256
H: 2.389 -6.559 1.333
H: 4.739 -7.075 2.047
H: 4.967 -6.285 4.628
H: 2.537 -5.273 5.311
H: 0.988 -5.514 3.096
N: 2.360 11.664 3.509
C: 3.262 12.436 2.829
C: 3.544 11.806 1.648
C: 2.783 10.605 1.614
C: 2.063 10.548 2.777
H: 1.977 11.882 4.407
H: 3.622 13.363 3.240
H: 4.220 12.163 0.890
H: 2.764 9.872 0.825
H: 1.367 9.815 3.145
N: -2.394 4.454 -0.717
C: -3.160 4.477 -1.846
C: -4.463 4.275 -1.475
C: -4.479 4.120 -0.062
C: -3.184 4.234 0.374
H: -1.396 4.578 -0.692
H: -2.717 4.634 -2.815
H: -5.308 4.236 -2.141
H: -5.339 3.941 0.561
H: -2.762 4.177 1.361

Here are the Löwdin charges for atoms 1 to 5, given in e: number 1, C, carries -0.095; number 2, C, carries -0.230; number 3, C, carries -0.191; number 4, C, carries -0.206; number 5, C, carries -0.183